1.
This record from the Open Molecules 2025 dataset describes a cluster of 2 separate species, C5H13N2O in total. The level of theory is wB97M-V/def2-TZVPD.

* E_tot: -10416.3485 eV
* LUMO energy: -3.59 eV
* energy above the lowest of the compared OMol25 structures with the same formula, charge and spin: 178.2 kJ/mol
* HOMO-LUMO gap: 8.21 eV

The geometry in ORCA input format:
```
! RIJCOSX wB97M-V def2-TZVPD def2/J DEFGRID3
* xyz 1 1
C 0.8985 0.9218 -2.1121
N 2.4601 -1.5254 0.0802
C 2.2603 -0.4654 -0.6771
N 1.1415 -0.2920 -1.3579
H 0.7646 0.6681 -3.1530
H 1.7528 1.5424 -2.0300
H 0.0082 1.4427 -1.6921
H 1.6812 -2.1409 0.3033
H 3.2624 -1.5723 0.7096
H 3.0701 0.2310 -0.7632
H 0.4357 -1.0393 -1.3631
C -1.0413 -1.0966 2.1426
C -1.2604 0.2763 1.5514
C -2.1669 0.5241 0.5440
O -2.3346 1.8015 -0.0284
H -1.7770 -1.8213 1.8436
H -0.0494 -1.4939 1.8665
H -1.1257 -0.9705 3.2405
H -0.7456 1.0790 1.9743
H -2.8065 -0.2887 0.1039
H -3.1460 1.7126 -0.5614
*
```



2.
This record from the Open Molecules 2025 dataset describes a structure of composition C5H13N2O. The level of theory is wB97M-V/def2-TZVPD.

* E_tot: -10410.3652 eV
* LUMO energy: -8.74 eV
* energy above the lowest of the compared OMol25 structures with the same formula, charge and spin: 755.5 kJ/mol
* HOMO-LUMO gap: 5.89 eV

The geometry in ORCA input format:
```
! RIJCOSX wB97M-V def2-TZVPD def2/J DEFGRID3
* xyz 1 1
O -2.0010 0.3624 1.1908
C -1.4715 -0.4370 0.5154
N -1.0759 -1.4738 0.0267
C -3.6028 -2.8012 0.8663
C 1.2159 1.1060 -0.8033
N 2.4833 1.3521 -1.2590
C 3.5109 0.6171 -0.7154
C 0.6839 2.4073 -0.0415
H -3.2236 -2.6265 1.8703
H -3.9417 -1.8670 0.4161
H -4.3310 -3.6077 0.8788
H -2.7862 -3.1102 0.2103
H 0.4965 0.8477 -1.5960
H -0.4079 -0.5190 -0.2345
H 1.2595 0.3996 0.0401
H 3.2787 0.0864 0.2059
H 4.3496 1.3113 -0.5181
H 3.8883 -0.0895 -1.4807
H 0.6107 3.2875 -0.6738
H -0.3062 2.1518 0.3273
H 1.3703 2.6026 0.7743
*
```



3.
This record from the Open Molecules 2025 dataset describes the ion C5H13N2O with charge +1. The level of theory is wB97M-V/def2-TZVPD.

* E_tot: -10413.3835 eV
* LUMO energy: -3.41 eV
* energy above the lowest of the compared OMol25 structures with the same formula, charge and spin: 464.3 kJ/mol
* HOMO-LUMO gap: 10.26 eV
* SMILES string: CC1(C)NO[C@@]1(C)[NH3+]

The geometry in ORCA input format:
```
! RIJCOSX wB97M-V def2-TZVPD def2/J DEFGRID3
* xyz 1 1
C -0.7480 0.2881 -0.0640
C 0.9189 0.0162 -0.2614
C -1.5191 -0.5482 -1.0885
C -1.4304 0.2394 1.2814
C 1.6259 -1.1320 -0.8950
N -0.3885 1.6794 -0.4723
N 1.4126 0.3170 1.2073
O 0.8964 1.2022 -1.0125
H -2.3987 0.0018 -1.2895
H -1.7047 -1.4641 -0.6490
H -0.9324 -0.5371 -1.9631
H -0.9576 0.7801 2.1017
H -1.6574 -0.7733 1.3516
H -2.3446 0.7268 1.1180
H 1.7000 -1.9749 -0.3346
H 2.6116 -0.8106 -0.7204
H 1.3388 -1.1511 -1.9056
H -0.9666 2.0557 -1.1120
H 1.4508 -0.5054 1.8484
H 0.6911 0.9681 1.5783
H 2.4019 0.6220 1.2813
*
```



4.
This record from the Open Molecules 2025 dataset describes a cluster of 2 separate species, C5H13N2O in total. The level of theory is wB97M-V/def2-TZVPD.

* E_tot: -10412.3616 eV
* LUMO energy (spin up / spin down): -4.75 / -4.73 eV
* energy above the lowest of the compared OMol25 structures with the same formula, charge and spin: 562.9 kJ/mol
* HOMO-LUMO gap (spin up / spin down): 7.42 / 7.45 eV

The geometry in ORCA input format:
```
! RIJCOSX wB97M-V def2-TZVPD def2/J DEFGRID3
* xyz 1 1
C -1.3995 0.1454 0.8334
C 0.7531 1.3136 0.5399
C -0.8709 0.4341 -0.6339
C -1.3309 -0.7081 -1.5703
C 1.9331 -1.5259 -0.2827
N 0.5654 0.5352 -0.5606
N -0.4771 0.9735 1.6427
O 3.0887 -1.0289 0.1069
H -2.4079 0.4800 1.2418
H -1.1853 -0.9224 1.0450
H 1.6855 1.1536 1.0254
H 0.4342 2.4018 0.3964
H -1.3501 1.3095 -1.1099
H -0.9540 -1.8149 -1.5011
H -1.1167 -0.3740 -2.6633
H -2.3891 -0.6725 -1.3197
H 1.6003 -1.5287 -1.3081
H 1.0429 -1.5080 0.4713
H -1.1423 1.6603 1.9286
H -0.0942 0.4008 2.3511
H 3.6149 -0.7244 -0.6330
*
```



5.
This record from the Open Molecules 2025 dataset describes a cluster of 2 separate species, C5H13N2O in total. The level of theory is wB97M-V/def2-TZVPD.

* E_tot: -10417.5345 eV
* LUMO energy: -2.92 eV
* energy above the lowest of the compared OMol25 structures with the same formula, charge and spin: 63.8 kJ/mol
* HOMO-LUMO gap: 11.21 eV

The geometry in ORCA input format:
```
! RIJCOSX wB97M-V def2-TZVPD def2/J DEFGRID3
* xyz 1 1
C 0.3658 -2.7227 0.1346
C 0.6779 -1.8471 1.3496
N 1.7702 -2.2189 2.0234
O 0.0117 -0.8701 1.7132
H 0.8029 -3.7081 0.2230
H 0.7529 -2.2482 -0.7722
H -0.7238 -2.8317 0.1353
H 2.3224 -3.0253 1.7871
H 2.0990 -1.6322 2.7753
C 0.0830 3.4928 -1.2044
C -0.3254 2.2497 -0.4655
C -0.9786 1.2503 -1.0353
N -1.4047 0.0140 -0.3878
H -0.3578 3.4749 -2.1998
H -0.2113 4.3992 -0.6758
H 1.1697 3.5495 -1.3001
H -0.1916 2.2303 0.6146
H -1.3698 1.3616 -2.0425
H -0.7895 -0.1595 0.4869
H -2.4030 0.0386 -0.1670
H -1.3001 -0.7973 -0.9925
*
```



6.
This record from the Open Molecules 2025 dataset describes a cluster of 2 separate species, C5H13N2O in total. The level of theory is wB97M-V/def2-TZVPD.

* E_tot: -10411.4212 eV
* LUMO energy: -5.60 eV
* energy above the lowest of the compared OMol25 structures with the same formula, charge and spin: 653.7 kJ/mol
* HOMO-LUMO gap: 8.82 eV

The geometry in ORCA input format:
```
! RIJCOSX wB97M-V def2-TZVPD def2/J DEFGRID3
* xyz 1 1
C 1.8274 -0.1412 -0.0023
C 2.9823 0.6258 0.4752
C -0.6450 -1.0414 1.2974
C -1.5846 0.7651 0.1475
C -0.8522 -1.2045 -1.0957
N 0.5867 0.5476 0.0862
N -0.6309 -0.2644 0.0054
O 1.7542 -1.2634 -0.4071
H 3.6170 0.1034 1.2611
H 2.6249 1.5136 1.0006
H 3.6368 0.9171 -0.2361
H 0.1624 -1.6471 1.4041
H -0.7482 -0.4046 2.1589
H -1.6508 -1.6338 1.2473
H -1.8249 1.3200 -0.8979
H -2.5277 0.5475 0.5797
H -0.9820 1.5212 0.7733
H -0.2404 -2.0458 -0.8355
H -1.9192 -1.5687 -1.1254
H -0.5338 -0.8085 -2.1840
H 0.5418 1.2181 -1.4367
*
```



7.
This record from the Open Molecules 2025 dataset describes the ion C5H13N2O with charge +1. The level of theory is wB97M-V/def2-TZVPD.

* E_tot: -10416.1491 eV
* LUMO energy: -2.93 eV
* energy above the lowest of the compared OMol25 structures with the same formula, charge and spin: 197.5 kJ/mol
* HOMO-LUMO gap: 10.66 eV
* SMILES string: C[NH2+]CCNCC=O

The geometry in ORCA input format:
```
! RIJCOSX wB97M-V def2-TZVPD def2/J DEFGRID3
* xyz 1 1
C -1.4132 -0.4999 0.3485
N -0.4865 -1.2353 -0.5362
C 0.5669 -1.9936 0.1580
C 1.8912 -1.6810 -0.4931
O 2.5335 -0.6995 -0.2092
C -0.5686 0.6480 0.9871
N 0.2542 1.2481 -0.0934
C -0.1627 2.6012 -0.5487
H -1.7718 -1.1329 1.1715
H -2.3715 -0.3443 -0.1591
H -1.0286 -1.8601 -1.1162
H 0.4681 -3.0832 0.1106
H 0.4141 -1.7599 1.2204
H 2.2995 -2.4476 -1.1693
H 0.0406 0.1915 1.7639
H -1.2228 1.3980 1.3843
H 0.1707 0.6262 -0.9167
H 1.2422 1.2420 0.1727
H 0.2133 2.7686 -1.5677
H -1.2432 2.6523 -0.6454
H 0.1748 3.3615 0.1381
*
```



8.
This record from the Open Molecules 2025 dataset describes a cluster of 2 separate species, C5H13N2O in total. The level of theory is wB97M-V/def2-TZVPD.

* expectation value of S²: 0.75
* E_tot: -10399.7108 eV
* LUMO energy (spin up / spin down): -11.86 / -12.22 eV
* energy above the lowest of the compared OMol25 structures with the same formula, charge and spin: 546.2 kJ/mol
* HOMO-LUMO gap (spin up / spin down): 7.62 / 7.12 eV

The geometry in ORCA input format:
```
! RIJCOSX wB97M-V def2-TZVPD def2/J DEFGRID3
* xyz 2 2
C -0.4175 -0.6946 1.8146
C -1.2196 0.5542 1.2862
C -0.5294 1.3086 0.1920
C -0.6351 0.8284 -1.1460
N 0.2810 -0.3361 -1.6103
C 0.4211 1.2151 -2.0935
N -0.2057 -1.8182 0.9255
H -0.6803 -0.9743 2.8410
H 0.6251 -0.3528 1.8181
H -1.3881 1.1721 2.1643
H -2.1464 0.1114 0.9658
H -0.0286 2.2882 0.2196
H -1.7017 0.7743 -1.4891
H 1.2246 1.7289 -1.5844
H 0.1914 1.4427 -3.1361
H -0.8719 -2.1370 0.2304
H 0.6744 -2.3021 0.9503
H 3.0245 -0.7615 -0.0827
H 1.5303 -0.4696 -0.2970
H -0.3218 -0.7878 -2.3404
O 2.1737 -0.7901 0.3715
*
```



Which value of energy above the lowest of the compared OMol25 structures with the same formula, charge and spin does entry 1 give?
178.2 kJ/mol



energy above the lowest of the compared OMol25 structures with the same formula, charge and spin of number 3 (C5H13N2O)?
464.3 kJ/mol